# 1
Formula: C3H4N3
Source: the OMol25 dataset
Level of theory: ωB97M-V/def2-TZVPD

Calculated values
**Charge**: +1
**2S+1**: 1
**Gap between HOMO and LUMO**: 10.0 eV
**HOMO level**: -16.73 eV
**SMILES string**: C=C1N=C[NH+]=N1

Bonds (Å) are listed after each position.
Cartesian coordinates (Å):
1 C 0.356 -1.526 -0.388  N4 1.259, N5 1.455, H7 1.014
2 C 0.556 0.504 0.372  C3 1.406, N4 1.543, N6 1.351
3 C 0.373 1.857 0.039  C2 1.406, H8 1.082, H9 1.051
4 N 1.253 -0.643 -0.389  C1 1.259, C2 1.543
5 N -0.823 -1.006 0.288  C1 1.455, N6 1.229, H10 1.077
6 N -0.661 0.100 0.800  C2 1.351, N5 1.229
7 H 0.382 -2.493 -0.690  C1 1.014
8 H -0.438 2.420 0.482  C3 1.082
9 H 0.812 2.224 -0.842  C3 1.051
10 H -1.809 -1.438 0.327  N5 1.077

---

# 2
Formula: C3H4N3
Source: the OMol25 dataset
Level of theory: ωB97M-V/def2-TZVPD

Calculated values
**Charge**: +1
**2S+1**: 1
**Gap between HOMO and LUMO**: 8.8 eV
**HOMO level**: -13.75 eV

Bonds (Å) are listed after each position.
Cartesian coordinates (Å):
1 C -1.376 0.436 -1.363  N4 1.276, N5 1.395, H7 1.073
2 C 0.229 -0.090 0.277  C3 1.274, N5 1.267
3 C 0.591 -0.773 1.290  C2 1.274, H8 1.081, H9 1.083
4 N -2.199 -0.372 -0.816  C1 1.276, N6 1.119
5 N -0.133 0.568 -0.744  C1 1.395, C2 1.267, H10 1.023
6 N -2.767 -1.126 -0.214  N4 1.119
7 H -1.621 1.001 -2.242  C1 1.073
8 H 1.130 -1.706 1.199  C3 1.081
9 H 0.402 -0.450 2.306  C3 1.083
10 H 0.504 1.257 -1.153  N5 1.023